Record 1
Below is a cluster of 8 separate species, C58H71F7N3O in total, with properties calculated with ωB97M-V with the def2-TZVPD basis set.

Last column: Löwdin charge in e.
Element x y z (Å)
C (0.187, 3.579, 4.193)  -0.1198
C (-0.139, 5.076, 4.219)  -0.2318
C (-0.949, 5.655, 3.031)  -0.1947
C (-0.978, 4.828, 1.742)  -0.2215
C (-2.043, 3.729, 1.737)  -0.2112
C (-2.239, 3.077, 0.368)  -0.1860
C (-1.127, 2.069, 0.035)  -0.1719
C (-1.383, 0.757, 0.770)  -0.1538
N (-0.157, -0.047, 0.850)  0.1468
C (0.093, -0.972, 1.730)  -0.3694
N (-0.813, -1.422, 2.641)  0.2005
N (1.278, -1.612, 1.695)  0.0977
O (2.326, -0.850, 1.173)  -0.1000
C (3.378, -0.688, 2.143)  -0.1601
C (4.491, 0.122, 1.484)  -0.3531
C (5.389, 0.667, 2.597)  -0.0440
C (5.251, -0.786, 0.510)  -0.1552
C (6.309, -0.132, -0.411)  -0.4080
C (6.089, 1.360, -0.671)  -0.0772
C (6.313, -0.873, -1.754)  -0.0822
H (-0.685, 2.976, 4.466)  0.0618
H (0.586, 3.241, 3.232)  0.0536
H (0.951, 3.364, 4.945)  0.0711
H (-0.717, 5.242, 5.132)  0.0787
H (0.783, 5.646, 4.358)  0.1060
H (-1.979, 5.860, 3.342)  0.1062
H (-0.523, 6.630, 2.781)  0.1063
H (0.012, 4.401, 1.548)  0.0980
H (-1.189, 5.493, 0.896)  0.1149
H (-2.987, 4.171, 2.074)  0.1197
H (-1.781, 2.964, 2.477)  0.0836
H (-3.207, 2.565, 0.324)  0.1174
H (-2.246, 3.856, -0.400)  0.1177
H (-0.156, 2.472, 0.343)  0.1159
H (-1.112, 1.893, -1.043)  0.0930
H (-1.777, 0.965, 1.767)  0.1216
H (-2.126, 0.190, 0.204)  0.1041
H (0.574, 0.163, 0.180)  0.1663
H (-0.605, -1.215, 3.608)  0.1319
H (-1.782, -1.269, 2.403)  0.1173
H (1.505, -2.110, 2.550)  0.1614
H (3.749, -1.677, 2.442)  0.1359
H (2.982, -0.174, 3.027)  0.1307
H (3.996, 0.935, 0.940)  0.1387
H (6.122, 1.374, 2.210)  0.0735
H (5.941, -0.153, 3.066)  0.0941
H (4.809, 1.183, 3.366)  0.0822
H (4.530, -1.298, -0.136)  0.1086
H (5.755, -1.545, 1.123)  0.1179
H (7.304, -0.268, 0.027)  0.1352
H (6.281, 1.983, 0.205)  0.0645
H (6.759, 1.705, -1.461)  0.0820
H (5.065, 1.560, -1.003)  0.0834
H (7.056, -0.455, -2.436)  0.0797
H (5.328, -0.793, -2.226)  0.0838
H (6.523, -1.938, -1.618)  0.0764
F (-3.855, -0.248, -1.149)  0.0296
C (-3.472, -0.222, -2.455)  -0.2729
C (-4.435, -0.047, -3.425)  -0.0044
C (-4.027, -0.017, -4.751)  -0.0560
C (-2.686, -0.164, -5.083)  -0.0975
C (-1.740, -0.343, -4.083)  -0.0897
C (-2.132, -0.369, -2.752)  -0.0294
H (-5.473, 0.061, -3.144)  0.1223
H (-4.763, 0.122, -5.532)  0.1142
H (-2.383, -0.142, -6.121)  0.0903
H (-0.694, -0.460, -4.336)  0.1124
H (-1.410, -0.501, -1.957)  0.1003
F (-2.560, -1.256, -8.222)  0.0363
C (-1.936, -2.445, -8.410)  -0.2805
C (-1.304, -3.040, -7.338)  -0.0186
C (-0.667, -4.257, -7.542)  -0.0753
C (-0.669, -4.850, -8.796)  -0.0816
C (-1.315, -4.225, -9.854)  -0.0722
C (-1.960, -3.010, -9.668)  -0.0140
H (-1.317, -2.560, -6.368)  0.1000
H (-0.169, -4.744, -6.714)  0.1058
H (-0.167, -5.795, -8.950)  0.0850
H (-1.315, -4.682, -10.835)  0.1079
H (-2.472, -2.506, -10.476)  0.1188
F (0.216, 2.347, -3.047)  0.0244
C (0.165, 3.317, -4.001)  -0.2761
C (0.816, 4.507, -3.759)  -0.0212
C (0.765, 5.493, -4.734)  -0.0783
C (0.072, 5.275, -5.917)  -0.0869
C (-0.574, 4.065, -6.128)  -0.0706
C (-0.532, 3.068, -5.164)  -0.0088
H (1.350, 4.654, -2.829)  0.1145
H (1.272, 6.434, -4.568)  0.1074
H (0.037, 6.048, -6.673)  0.1052
H (-1.117, 3.893, -7.048)  0.1092
H (-1.025, 2.116, -5.308)  0.0956
F (1.137, -7.845, -9.422)  0.0424
C (0.402, -8.774, -8.769)  -0.2934
C (-0.852, -9.085, -9.253)  -0.0193
C (-1.602, -10.037, -8.577)  -0.0808
C (-1.095, -10.654, -7.441)  -0.0947
C (0.170, -10.318, -6.978)  -0.0832
C (0.934, -9.370, -7.644)  -0.0180
H (-1.226, -8.589, -10.138)  0.1176
H (-2.585, -10.298, -8.943)  0.1060
H (-1.684, -11.396, -6.920)  0.1017
H (0.569, -10.797, -6.094)  0.1048
H (1.924, -9.097, -7.307)  0.1172
F (4.116, -7.125, -2.502)  0.0610
C (4.821, -6.440, -1.582)  -0.2856
C (6.139, -6.787, -1.359)  -0.0081
C (6.858, -6.073, -0.411)  -0.0761
C (6.259, -5.038, 0.295)  -0.0994
C (4.932, -4.716, 0.049)  -0.0972
C (4.199, -5.416, -0.898)  -0.0173
H (6.583, -7.598, -1.918)  0.1214
H (7.893, -6.328, -0.225)  0.1082
H (6.827, -4.487, 1.033)  0.0991
H (4.461, -3.909, 0.597)  0.0841
H (3.165, -5.179, -1.112)  0.1151
F (-0.543, 4.682, 7.538)  0.0519
C (-1.428, 3.767, 7.987)  -0.2841
C (-2.630, 3.630, 7.320)  -0.0166
C (-3.536, 2.686, 7.782)  -0.0967
C (-3.233, 1.906, 8.890)  -0.1107
C (-2.016, 2.068, 9.540)  -0.0777
C (-1.097, 3.004, 9.088)  -0.0120
H (-2.848, 4.260, 6.468)  0.1154
H (-4.488, 2.569, 7.279)  0.1094
H (-3.948, 1.179, 9.251)  0.1067
H (-1.781, 1.466, 10.408)  0.1073
H (-0.144, 3.150, 9.577)  0.1194
F (-7.004, 4.618, 8.349)  0.0454
C (-6.761, 4.979, 9.631)  -0.2820
C (-5.700, 4.395, 10.289)  -0.0128
C (-5.449, 4.769, 11.602)  -0.0783
C (-6.258, 5.706, 12.230)  -0.0938
C (-7.320, 6.275, 11.541)  -0.0807
C (-7.581, 5.915, 10.226)  -0.0160
H (-5.088, 3.665, 9.780)  0.0863
H (-4.618, 4.325, 12.133)  0.1046
H (-6.060, 5.994, 13.254)  0.1019
H (-7.954, 7.004, 12.028)  0.1061
H (-8.401, 6.348, 9.668)  0.1179

Atomic forces in eV per Å
0.154 0.028 0.266
-0.324 -0.130 0.165
0.236 0.080 -0.085
-0.100 -0.046 -0.127
0.007 0.055 0.084
0.221 -0.026 0.060
-0.159 0.070 0.084
-0.300 0.050 -0.415
-0.098 0.302 -0.146
-0.110 -0.070 -0.068
-0.263 0.146 -0.180
0.399 0.542 0.677
-0.074 -0.424 -0.217
0.188 0.208 0.069
-0.062 -0.299 0.198
0.016 0.037 -0.099
0.185 0.194 -0.054
-0.026 0.043 -0.299
-0.035 0.045 0.015
-0.041 -0.115 0.134
0.025 0.010 -0.186
-0.084 -0.001 0.019
-0.058 0.023 -0.036
0.155 0.139 -0.018
-0.005 -0.091 -0.171
0.050 -0.096 -0.042
-0.060 -0.030 0.090
-0.037 0.079 -0.034
0.015 -0.003 0.097
0.035 -0.059 -0.053
-0.108 0.071 0.023
0.047 0.054 -0.078
-0.095 -0.070 0.015
-0.049 0.026 -0.114
0.190 -0.039 0.087
0.231 -0.172 0.062
-0.073 0.018 0.229
0.008 -0.102 0.059
0.085 -0.280 0.057
-0.018 0.101 0.066
0.125 -0.263 -0.186
-0.061 0.023 -0.033
-0.088 0.024 -0.083
0.146 0.056 0.102
-0.013 -0.073 0.000
-0.059 0.057 0.040
0.047 -0.015 -0.026
-0.019 0.001 0.149
-0.130 -0.120 -0.152
-0.101 0.130 0.104
-0.047 -0.050 -0.031
-0.037 -0.030 0.051
0.066 -0.037 -0.047
-0.021 -0.061 0.042
0.091 0.037 -0.021
0.009 0.068 -0.027
0.027 -0.010 -0.063
0.024 0.006 -0.025
-0.031 0.011 -0.001
0.016 0.007 0.003
0.027 0.006 0.008
-0.083 0.007 -0.034
0.042 -0.012 0.085
0.003 0.003 0.010
-0.005 -0.011 -0.004
-0.017 -0.019 -0.009
0.009 0.019 0.011
-0.008 -0.045 -0.004
0.009 -0.011 -0.004
-0.002 -0.013 -0.017
0.004 0.006 0.036
-0.008 -0.002 -0.019
0.003 -0.023 -0.004
0.004 0.001 0.026
-0.003 0.006 -0.036
-0.020 0.000 0.000
0.006 0.001 0.003
0.013 0.004 -0.005
-0.005 -0.003 -0.004
0.002 0.012 0.006
0.004 -0.027 -0.007
0.011 0.038 -0.003
0.010 0.014 0.030
-0.008 -0.005 -0.013
-0.004 -0.002 -0.001
0.008 0.031 0.018
0.007 -0.041 -0.009
0.004 -0.012 0.000
-0.002 0.005 0.006
-0.001 0.001 -0.004
0.004 -0.007 -0.007
-0.024 0.006 0.023
0.005 0.006 0.003
-0.031 -0.027 0.014
-0.025 0.026 -0.028
0.011 -0.009 0.022
0.001 0.005 -0.002
-0.022 -0.002 -0.009
0.041 0.009 0.020
0.015 -0.003 -0.008
-0.006 0.005 -0.001
0.000 -0.003 0.002
0.007 -0.007 -0.001
-0.001 0.011 -0.008
0.000 0.002 0.000
0.009 0.005 0.001
0.022 -0.018 -0.006
-0.012 0.018 0.002
0.003 0.011 0.001
0.016 0.019 0.005
-0.032 0.031 0.013
-0.008 0.001 -0.010
0.002 -0.008 0.002
0.001 -0.002 0.005
-0.002 0.011 -0.010
-0.004 -0.019 -0.006
0.027 -0.007 0.043
-0.024 -0.018 -0.036
-0.017 0.006 -0.039
0.025 -0.045 -0.005
0.002 -0.044 -0.022
-0.019 0.015 -0.011
0.021 -0.005 0.024
0.004 0.014 0.009
-0.011 0.022 0.007
0.002 -0.006 0.001
0.006 -0.006 0.000
-0.003 0.020 0.001
0.002 0.001 0.001
0.004 0.003 0.006
0.020 -0.022 0.025
-0.038 0.034 0.004
0.005 0.002 -0.003
0.017 -0.012 0.008
-0.025 0.021 -0.009
0.020 0.015 -0.004
-0.001 -0.010 0.002
-0.002 0.002 0.003
0.000 0.008 -0.002
-0.002 -0.012 -0.006

As for the total energy: -3190.98793 Eh. The total charge is +1.

---

Record 2
Below is the molecule C3H6N2O2, with properties calculated with ωB97M-V with the def2-TZVPD basis set.

Last column: natural (NBO) charge in e.
Element x y z (Å)
C (-1.725, -0.414, -0.697)  -0.2538
O (-1.278, -0.020, 0.596)  -0.4849
C (0.057, 0.153, 0.680)  0.4442
N (0.749, 1.069, -0.239)  -0.3311
N (0.729, -0.039, 1.927)  -0.5952
C (1.300, -0.640, 0.741)  0.1456
O (1.985, 0.314, -0.055)  -0.3858
H (-2.776, -0.682, -0.583)  0.1962
H (-1.157, -1.281, -1.055)  0.1774
H (-1.621, 0.403, -1.417)  0.1876
H (0.908, 1.988, 0.181)  0.3379
H (1.247, 0.764, 2.282)  0.3559
H (1.628, -1.671, 0.711)  0.2059

Atomic forces in eV per Å
-0.120 -0.075 -0.243
0.091 0.058 0.128
-0.085 -0.059 -0.032
-0.085 0.304 0.058
0.027 0.177 0.064
0.081 -0.399 0.008
0.188 -0.042 -0.054
0.147 0.040 -0.042
-0.079 0.097 0.066
-0.016 -0.119 0.097
-0.058 -0.069 -0.026
-0.042 -0.063 -0.036
-0.049 0.149 0.012

As for the total energy: -377.75377 Eh. The structure (SMILES) is CO[C@]12NO[C@H]1N2. As for the energy above the lowest of the compared OMol25 structures with the same formula, charge and spin: 539.7 kJ/mol.